Record 1
Molecular formula: C26H36IOP2SiW
Method: DFT, wB97M-V/def2-TZVPD

Structure (XYZ):
```
68
Properties=species:S:1:pos:R:3:forces:R:3
C 0.40403 -0.05686 -5.85662 0.2899 0.3689 0.0365
I -0.65841 -0.56023 -3.92717 -0.3630 0.0050 -1.8283
H 1.46961 0.05977 -5.65651 -0.2386 -0.0915 0.1332
H -0.06629 0.86688 -6.20002 -0.0077 -0.1784 0.2901
H 0.19450 -0.88918 -6.53523 -0.1398 -0.0563 0.5167
W 0.31975 -0.05357 -1.45692 -0.2086 -0.2135 -0.8868
P 0.62071 2.32972 -1.67484 0.5369 3.1714 0.1760
C -0.92508 3.26616 -1.96356 -0.2724 -0.2000 -0.1629
C 1.35081 3.23017 -0.25743 0.0844 -0.1494 0.1443
H 1.44368 4.29948 -0.50386 -0.0263 -0.3748 -0.0931
H 1.66369 3.95336 -3.12902 0.0008 -0.3953 0.0317
H 2.34036 2.82301 -0.02166 -0.1130 0.1235 -0.0553
H 2.73306 2.54877 -2.82917 -0.1646 0.1087 -0.1065
H -1.54651 3.27405 -1.05853 0.2024 -0.0115 -0.1397
H 0.71560 3.13188 0.62988 0.1093 0.0184 -0.2639
C 1.70174 2.85533 -3.04568 0.1411 -0.2828 -0.2103
H -0.65661 4.30069 -2.22943 -0.0453 -0.3442 0.1126
H 1.38742 2.40130 -3.99422 0.0839 0.2086 0.1582
H -1.50503 2.82376 -2.78366 0.1100 0.1781 0.1111
P 0.59924 -2.45718 -1.32356 0.4575 -2.7509 0.3498
C -1.01565 -3.27721 -1.54365 -0.1981 0.0301 -0.1277
C 1.69375 -3.16890 -2.60121 0.1020 0.1332 -0.1938
H 2.16807 -2.70325 0.51950 -0.0960 -0.2151 -0.0992
H 1.48471 -4.27478 -0.00684 -0.1012 0.2831 0.0075
H 0.52058 -3.15447 1.00460 0.1017 -0.0390 -0.2488
C 1.25766 -3.21876 0.19761 0.0734 0.0951 0.1239
H 2.72183 -2.81683 -2.43790 -0.1979 -0.1510 -0.0340
H 1.67141 -4.26624 -2.50147 0.0156 0.3857 -0.0641
H -0.83523 -4.35976 -1.62165 -0.0755 0.2717 0.0336
H -1.52203 -2.93331 -2.45522 0.1093 -0.2308 0.2361
H 1.38279 -2.88309 -3.61484 0.0764 -0.1801 0.2830
H -1.66105 -3.07042 -0.68005 0.1594 -0.0495 -0.1111
C -1.66630 0.25264 -1.36986 -5.7150 1.0857 -0.5743
O -2.83432 0.46614 -1.44894 5.7159 -1.0153 0.4702
C -1.97055 3.86341 3.21693 0.1111 -0.3182 -0.1670
C -0.69277 3.34626 3.45938 -0.0579 -0.2237 0.0178
C -0.21107 2.26476 2.71166 -0.0547 0.1958 0.1257
C -1.00611 1.67469 1.71935 0.1127 0.2334 -0.9867
C -2.26672 2.21974 1.44928 -0.2394 0.3311 0.3194
C -2.75218 3.29724 2.20256 -0.0230 -0.1711 -0.0456
Si -0.44599 0.10243 0.81047 -1.7991 0.6053 5.1087
C 1.37505 -0.16425 1.38333 -0.6755 -0.1842 -1.8126
C 2.36503 -0.15022 0.38720 0.3763 -0.3276 0.7973
C 3.69943 -0.39930 0.73879 0.1568 0.0626 -0.8456
C 4.02355 -0.78004 2.04708 -0.3148 0.2084 -0.1518
C 3.02777 -0.83749 3.02453 -0.2748 0.1696 -0.1820
C 1.70729 -0.47790 2.70896 0.4508 -0.2153 0.0371
C -1.64270 -1.18437 1.54033 0.2913 -0.1734 -0.5650
C -1.18713 -2.15212 2.44434 -0.0410 -0.4218 0.0102
C -2.05590 -3.12330 2.95770 0.0856 0.2344 0.1438
C -3.39145 -3.17458 2.54682 0.1915 0.1549 -0.1469
C -3.86042 -2.20357 1.65693 0.1603 0.3839 0.1548
C -3.00610 -1.18028 1.21885 -0.4058 -0.4604 -0.1550
H -2.35939 4.68420 3.82682 0.1641 -0.2986 -0.2930
H -0.07610 3.76003 4.25934 -0.1757 -0.0823 -0.2772
H 0.78522 1.87352 2.91154 -0.2070 0.2336 0.0489
H -2.89764 1.78398 0.67165 0.0321 0.2401 0.2913
H -3.76085 3.66995 2.01708 0.3238 -0.0454 0.0177
H 2.08892 -0.02743 -0.75642 1.7321 0.2527 1.4987
H 4.49799 -0.29786 0.00427 -0.1832 -0.1824 0.1112
H 5.05998 -1.01985 2.29923 -0.3724 0.1276 -0.1398
H 3.27364 -1.15731 4.03886 -0.0739 0.1919 -0.2753
H 0.95727 -0.46549 3.50306 0.1769 0.0088 -0.3528
H -0.14751 -2.13448 2.77311 -0.3340 -0.2305 -0.0595
H -1.68456 -3.82492 3.70496 -0.1072 0.1325 -0.2329
H -4.06647 -3.94282 2.93646 0.3072 0.2761 -0.1977
H -4.90119 -2.21193 1.32858 0.2894 0.0612 0.1929
H -3.43089 -0.36984 0.63416 -0.0295 -0.3074 -0.0035
```
Positions in Å, forces in eV/Å.

Its expectation value of S² is 2.02. Its net charge is +3. As for the multiplicity: 3. The calculation puts the total energy at -2423.47184 Ha. The value obtained for the HOMO energy (spin up / spin down) is -16.64 / -16.63 eV. For the LUMO energy (spin up / spin down), the calculation gives -0.4402 / -0.4553 Ha. The HOMO-LUMO gap (spin up / spin down) comes out at 4.7 / 4.2 eV.

---

Record 2
Molecular formula: C26H36N11O2S3Ta
Method: DFT, wB97M-V/def2-TZVPD

Structure (XYZ):
```
79
Properties=species:S:1:pos:R:3:forces:R:3
Ta -0.81341 0.16277 0.33839 0.0739 0.4285 -0.5227
N 1.62622 0.60888 1.29566 -0.0964 -0.0255 -0.0681
C 2.47350 -0.18743 0.38186 -0.1717 0.2036 -0.0441
C 3.69600 -0.86995 1.05032 -0.0826 0.0507 0.0963
C 5.07187 -0.35112 0.61763 0.0031 -0.0947 -0.0616
C 5.59492 -1.06869 -0.62978 0.0182 0.0437 0.0685
N 4.64099 -1.09979 -1.73242 -0.0489 -0.0805 0.0805
C 4.46218 -0.14723 -2.63348 0.0577 0.1399 0.0310
N 5.29646 0.89263 -2.72404 0.0034 -0.0582 -0.0334
N 3.42379 -0.23989 -3.46033 -0.2472 0.1415 -0.0722
C 1.53622 -1.20200 -0.27203 -0.0715 -0.0286 0.2521
O 1.73576 -1.71270 -1.35182 0.3254 -0.1067 0.0768
O 0.47152 -1.43809 0.48410 0.0182 -0.4190 -0.6934
H 2.00994 1.53770 1.43866 -0.0497 -0.0095 -0.0682
H 1.55995 0.16629 2.20614 0.0914 0.0219 0.0373
H 2.78248 0.48399 -0.42149 0.1113 0.0522 0.0484
H 3.66892 -1.95247 0.88838 -0.0802 -0.0048 0.0078
H 3.58418 -0.72860 2.12719 0.0548 -0.0263 0.0054
H 5.79843 -0.54771 1.40779 -0.0231 0.0497 0.0304
H 5.04495 0.73371 0.48356 -0.0103 -0.0138 -0.0850
H 5.80748 -2.10917 -0.38632 0.0135 -0.0011 0.0049
H 6.54046 -0.64709 -0.97062 0.0140 -0.0097 0.0205
H 3.88694 -1.77544 -1.67342 0.0136 0.0276 -0.0283
H 6.17515 0.89078 -2.23701 0.0096 0.0099 -0.0076
H 5.19044 1.55953 -3.47008 0.0067 -0.0024 0.0104
H 2.65256 -0.83740 -3.19148 -0.0039 -0.0530 0.0154
H 3.20163 0.53385 -4.06455 -0.0129 -0.0045 -0.0303
S -2.91342 1.47857 0.46289 0.2727 -0.1442 0.1850
C -3.85430 0.10312 1.06502 -0.0538 0.0462 0.0345
C -4.79814 0.28885 2.07061 -0.0184 0.0288 -0.0232
C -5.49354 -0.78837 2.59705 -0.0247 0.0452 0.0427
C -6.42017 -0.57234 3.67374 0.0242 -0.0585 -0.0422
N -7.14064 -0.39476 4.54919 -0.0227 0.0334 0.0153
C -5.25624 -2.07796 2.10212 -0.0131 -0.0619 -0.0154
C -4.32470 -2.26743 1.09272 -0.0162 -0.0102 -0.0168
C -3.61857 -1.18890 0.56834 -0.0249 -0.0688 -0.0519
S -2.41352 -1.49850 -0.70870 0.3244 0.2624 0.2293
C -5.94946 -3.21513 2.64140 0.0267 0.0727 0.0245
N -6.48197 -4.13428 3.07565 -0.0139 -0.0403 -0.0103
H -4.97418 1.27978 2.46657 0.0092 0.0010 0.0062
H -4.13897 -3.26669 0.72292 0.0112 -0.0015 0.0036
C -0.65040 -0.28719 6.01531 -0.0203 -0.0234 -0.0096
N -0.09958 -1.21786 5.03198 0.0579 0.0488 0.0285
C 0.63027 -2.35070 5.34845 -0.0151 -0.0187 -0.0306
C 0.93998 -2.96760 4.19023 -0.0321 0.0220 0.0302
N 0.39091 -2.20145 3.18193 0.0279 0.0060 -0.0800
C -0.24514 -1.13874 3.69967 -0.0654 -0.1118 -0.0199
S -1.18724 0.05816 2.88972 -0.1763 0.1931 0.2988
H 0.09660 -0.10775 6.78382 -0.0050 -0.0041 0.0059
H -1.54789 -0.70948 6.46262 -0.0058 0.0041 -0.0062
H -0.89672 0.64630 5.51927 0.0054 0.0031 0.0035
H 0.85138 -2.61461 6.36704 0.0050 0.0063 0.0071
H 1.48120 -3.87588 3.99892 0.0097 0.0003 -0.0077
H 0.43289 -2.36632 2.18140 -0.0181 -0.0235 0.0386
N -4.41483 0.43192 -2.38689 0.1273 -0.0940 0.1466
C -4.22582 0.60764 -3.86393 -0.2633 0.0545 -0.0047
C -2.77969 0.92777 -4.18974 0.1816 -0.0215 0.0295
N -1.89194 -0.21790 -4.21021 0.1563 0.0378 0.0493
H -5.37977 0.18931 -2.16154 0.0518 -0.0399 0.0618
H -4.16164 1.27169 -1.85123 -0.0347 0.0242 -0.0614
H -3.77568 -0.30467 -1.99841 -0.1435 0.0527 -0.0752
H -4.91124 1.38860 -4.18852 0.0057 0.0454 0.0396
H -4.51739 -0.33320 -4.32854 -0.0758 0.0371 -0.0325
H -2.39358 1.65722 -3.46943 -0.0031 0.0226 -0.0220
H -2.75839 1.42322 -5.16086 0.0191 -0.0678 -0.0251
H -2.16579 -0.90241 -4.90492 0.0424 0.0285 0.0212
H -1.82169 -0.67604 -3.30876 0.0305 0.0202 -0.0356
N -0.10885 1.21252 -0.92772 -0.0447 -0.1507 0.1336
C 0.62426 2.23547 -1.53633 -0.2225 -0.0652 0.1421
C 0.76041 2.28858 -2.92333 0.1511 -0.0548 -0.0181
C 1.47019 3.32601 -3.51585 0.0025 -0.0861 -0.0241
C 2.05529 4.31698 -2.73896 -0.0203 0.0041 -0.0004
C 1.90492 4.27949 -1.35856 -0.0012 0.0170 -0.0037
C 1.18828 3.25558 -0.76166 -0.0376 -0.0774 0.0483
H 0.29648 1.52010 -3.52330 -0.1138 -0.1320 -0.1042
H 1.54450 3.37195 -4.59610 0.0006 -0.0011 0.0184
H 2.59124 5.13265 -3.20566 0.0002 -0.0118 0.0019
H 2.32025 5.07013 -0.74778 0.0087 -0.0042 0.0085
H 1.01254 3.25919 0.30759 0.0175 0.0249 -0.0041
```
Positions in Å, forces in eV/Å.

Its net charge is +2. Its energy above the lowest of the compared OMol25 structures with the same formula, charge and spin is 22.2 kcal per mole. The calculation puts the total energy at -3016.45794 Ha. The value obtained for the HOMO energy is -13.02 eV. For the LUMO energy, the calculation gives -0.1957 Ha. The HOMO-LUMO gap comes out at 7.7 eV.

---

Record 3
Molecular formula: C26H36N3OPb
Method: DFT, wB97M-V/def2-TZVPD

Structure (XYZ):
```
67
Properties=species:S:1:pos:R:3:forces:R:3
C 1.52615 -2.33841 0.38615 -2.6342 -1.4233 0.4835
C 2.03031 -1.63209 -0.74478 -1.0122 0.5510 -2.3060
C 1.04247 -1.69768 -1.78039 0.9089 0.4263 1.0414
C -0.04264 -2.48186 -1.29223 0.4670 0.3478 -0.6133
C 0.26177 -2.87607 0.03753 2.0984 0.6409 1.6868
Pb 0.15379 0.54146 0.13782 0.3404 0.0471 -0.8507
C -4.19358 1.47588 -1.60724 0.1617 -0.0989 0.3209
C -4.00053 1.24556 -0.24634 0.2381 -0.2116 0.2212
H -4.25000 2.05569 0.46621 0.2576 -0.4761 -0.4662
C -3.48748 0.05623 0.24579 -0.2066 0.1381 0.2794
H -3.28965 -0.79947 -0.40473 -0.0415 0.3500 0.2367
H -3.33761 -0.09309 1.31324 -0.0292 0.0088 -0.2762
C -4.58814 2.81421 -2.10964 -0.2161 0.4136 -0.3394
H -4.15852 3.62712 -1.51850 -0.0179 -0.0815 0.0159
H -4.26370 2.93124 -3.14932 -0.0686 0.1180 0.1640
H -5.67604 2.96875 -2.10133 0.0762 -0.1012 -0.0173
C -3.95613 0.38644 -2.59803 0.1098 -0.3486 -0.5412
H -3.00170 -0.14177 -2.42582 -0.2107 0.2399 -0.0465
H -4.73239 -0.39681 -2.56461 0.1169 0.2431 0.0676
H -3.94004 0.78026 -3.62569 -0.0014 -0.1506 0.3499
C 3.38405 -1.05107 -0.85220 0.5108 0.2510 -0.1535
H 3.68066 -0.52794 0.06952 -0.0419 -0.1586 -0.1949
H 4.13717 -1.83659 -1.03337 -0.2160 0.1088 0.1039
H 3.45565 -0.33549 -1.67833 -0.0439 -0.2512 0.1774
C 1.17336 -1.10604 -3.13147 0.1898 0.1671 -0.7276
H 1.52431 -0.06414 -3.09503 -0.0819 -0.2515 -0.0326
H 1.89531 -1.67315 -3.74243 -0.2257 0.2018 0.0695
H 0.21354 -1.11299 -3.66433 0.2757 0.0584 0.0859
C -1.25599 -2.88368 -2.03947 -0.2035 -0.0059 -0.3436
H -1.24390 -2.49095 -3.06245 -0.0518 -0.1198 0.2465
H -1.32671 -3.98161 -2.10177 -0.0017 0.2804 0.0685
H -2.17801 -2.52995 -1.54971 0.2600 -0.1387 -0.0405
C -0.56720 -3.72712 0.91617 -0.3736 -0.4071 0.3813
H -1.42377 -4.13688 0.36879 0.1244 0.0485 0.2034
H 0.01890 -4.57273 1.30625 -0.2139 0.1728 -0.0778
H -0.95042 -3.16167 1.77890 0.0201 -0.1367 -0.1920
C 2.24373 -2.54641 1.66282 0.2294 -0.1508 0.5283
H 1.54516 -2.77095 2.48074 0.1723 0.0321 -0.2069
H 2.94289 -3.39672 1.58587 -0.1391 0.2467 0.0714
H 2.83485 -1.66514 1.95134 -0.0891 -0.2041 -0.0607
C 1.82265 2.20652 -0.77371 -4.7003 1.2988 0.9450
C 0.64064 2.77442 -1.61776 4.1347 -1.7135 -1.9422
C 3.07448 2.15369 -1.29636 0.5269 -0.0899 -1.5819
C 0.95009 2.79461 -2.98908 -0.5033 0.6894 0.2686
H -0.38258 3.13926 -1.49111 0.2629 -0.5725 1.3471
C 3.29232 2.27693 -2.69734 -0.0795 0.7179 0.3416
H 3.95644 1.97551 -0.67563 -0.3287 -0.4050 -0.0337
C 2.22702 2.55913 -3.53248 0.2229 -0.3281 0.3018
H 0.15662 3.06946 -3.68899 0.1943 0.0525 0.1242
H 4.30565 2.18193 -3.08861 -0.2604 -0.0060 0.0031
H 2.37521 2.61534 -4.60952 -0.0733 -0.0158 0.2337
C -1.27548 -0.54517 5.16906 -0.2649 -0.2401 0.2192
N -0.23792 0.20132 4.46093 0.0505 -0.0209 0.5744
C 0.76482 0.82505 5.14721 0.2534 0.1191 -0.8659
C 1.77090 1.46099 4.47452 -0.0118 -0.0529 1.1589
C 1.71469 1.51347 3.06843 -0.1212 -0.0901 -1.5415
N 0.68421 0.93809 2.42290 0.2336 -0.2217 0.6713
C -0.24251 0.17928 3.08767 -0.8797 -0.6604 -1.4135
O -1.06597 -0.50382 2.43164 1.1008 1.0054 1.3653
N 2.65203 2.08460 2.29519 0.0448 0.0673 0.8841
H -2.27183 -0.21610 4.86018 0.2613 -0.0326 -0.0264
H -1.15151 -0.36159 6.23744 -0.0543 -0.0316 -0.1430
H -1.18464 -1.61966 4.97829 0.0104 0.2518 -0.0486
H 0.68875 0.75090 6.23055 0.2072 0.1255 -0.2855
H 2.59662 1.93210 4.99012 -0.1561 -0.0450 0.1294
H 3.44378 2.53578 2.73061 -0.1954 -0.0189 -0.0520
H 2.49569 2.22362 1.28792 -0.3118 -0.1586 0.0499
```
Positions in Å, forces in eV/Å.

Its net charge is +1. Its energy above the lowest of the compared OMol25 structures with the same formula, charge and spin is 82.4 kcal per mole. The calculation puts the total energy at -1444.34153 Ha. The value obtained for the HOMO energy (spin up / spin down) is -10.28 / -9.31 eV. For the LUMO energy (spin up / spin down), the calculation gives -0.1236 / -0.1689 Ha. The HOMO-LUMO gap (spin up / spin down) comes out at 6.9 / 4.7 eV.